Record 1
The following is a quantum chemistry calculation of the molecule C3H6N2O2 in a non-equilibrium geometry, from OMol25.

Bonds (Å) are listed after each position.
Cartesian coordinates (Å):
1 C -0.283 -0.291 0.672  C2 1.711, N3 1.424, C4 1.484, H9 1.089
2 C 1.129 0.670 0.586  C1 1.711, O5 1.325, O7 1.198
3 N -1.409 0.480 0.266  C1 1.424, H10 1.025, H11 1.034
4 C 0.315 -1.078 -0.435  C1 1.484, N6 1.286, H13 1.087
5 O 0.765 1.919 0.338  C2 1.325, H8 0.997
6 N 0.031 -0.713 -1.636  C4 1.286, H12 1.018
7 O 2.194 0.362 1.042  C2 1.198
8 H -0.163 1.881 -0.025  O5 0.997
9 H -0.329 -0.812 1.628  C1 1.089
10 H -2.260 0.307 0.810  N3 1.025
11 H -1.562 0.320 -0.744  N3 1.034
12 H 0.521 -1.227 -2.365  N6 1.018
13 H 1.053 -1.818 -0.136  C4 1.087

Summary:
- HOMO energy (hartree) = -0.34293
- charge = 0
- relative energy (zero: lowest compared OMol25 entry of this formula, charge and spin) (eV) = 2.2049

Record 2
The following is a quantum chemistry calculation of the ion C3H6N2O2 with charge +2 in a non-equilibrium geometry, from OMol25.

Bonds (Å) are listed after each position.
Cartesian coordinates (Å):
1 C -0.542 0.752 0.368  C2 1.518, N4 1.448, H8 1.104, H9 1.147
2 C 0.964 0.828 0.190  C1 1.518, N5 1.305, H10 1.292, H11 1.106
3 C -0.774 -1.305 -0.842  N4 1.274, H12 1.086, H13 1.006
4 N -1.053 -0.589 0.174  C1 1.448, C3 1.274, O6 1.250
5 N 1.600 -0.309 0.254  C2 1.305, O7 1.142
6 O -2.107 -0.783 0.817  N4 1.250
7 O 2.476 -1.037 0.344  N5 1.142
8 H -0.870 1.170 1.336  C1 1.104
9 H -1.190 1.432 -0.291  C1 1.147
10 H 1.402 1.554 -0.785  C2 1.292
11 H 1.349 1.682 0.778  C2 1.106
12 H -1.317 -2.238 -0.962  C3 1.086
13 H 0.063 -1.155 -1.380  C3 1.006

Summary:
- HOMO energy (alpha / beta) (hartree) = -0.72485 / -0.72490
- charge = +2
- relative energy (zero: lowest compared OMol25 entry of this formula, charge and spin) (eV) = 5.1343

Record 3
The following is a quantum chemistry calculation of the molecule C3H6N2O2S in a non-equilibrium geometry, from OMol25.

Bonds (Å) are listed after each position.
Cartesian coordinates (Å):
1 C 1.530 0.555 0.202  C2 1.398, N5 1.379, H9 1.072
2 C 0.141 0.692 0.279  C1 1.398, S8 1.837, H10 1.096
3 C -0.548 -1.461 0.038  O7 1.208, S8 1.813, H11 1.090
4 N -2.546 0.390 -0.715  O6 1.428, S8 1.608
5 N 2.401 0.247 -0.822  C1 1.379, H12 0.972, H13 0.999
6 O -3.057 0.370 0.618  N4 1.428, H14 1.027
7 O 0.432 -2.137 -0.168  C3 1.208
8 S -1.011 -0.021 -0.962  C2 1.837, C3 1.813, N4 1.608
9 H 2.152 0.609 1.074  C1 1.072
10 H -0.217 0.663 1.315  C2 1.096
11 H -1.216 -1.415 0.898  C3 1.090
12 H 3.333 0.509 -0.731  N5 0.972
13 H 2.089 -0.303 -1.596  N5 0.999
14 H -3.484 1.302 0.571  O6 1.027

Summary:
- HOMO energy (hartree) = -0.29753
- charge = 0
- relative energy (zero: lowest compared OMol25 entry of this formula, charge and spin) (eV) = 6.7874

Record 4
The following is a quantum chemistry calculation of the molecule C3H6N2O2S in a non-equilibrium geometry, from OMol25.

Bonds (Å) are listed after each position.
Cartesian coordinates (Å):
1 C -1.102 -0.365 -0.643  C2 1.518, N4 1.570, N5 1.493, H9 1.180
2 C 0.047 -0.667 0.302  C1 1.518, N4 1.424, S8 1.833, H10 1.077
3 C 2.352 0.968 0.250  S8 1.901, H11 1.103, H12 1.108, H13 1.070
4 N -0.643 -1.802 -0.210  C1 1.570, C2 1.424, H14 1.026
5 N -2.380 0.245 -0.171  C1 1.493, O6 1.218, O7 1.224
6 O -2.887 -0.226 0.831  N5 1.218
7 O -2.719 1.240 -0.799  N5 1.224
8 S 1.715 -0.677 -0.459  C2 1.833, C3 1.901
9 H -0.721 0.133 -1.643  C1 1.180
10 H -0.097 -0.346 1.320  C2 1.077
11 H 3.393 1.025 -0.110  C3 1.103
12 H 2.543 1.166 1.323  C3 1.108
13 H 1.792 1.636 -0.371  C3 1.070
14 H -1.293 -2.332 0.381  N4 1.026

Summary:
- HOMO energy (hartree) = -0.34211
- charge = 0
- relative energy (zero: lowest compared OMol25 entry of this formula, charge and spin) (eV) = 6.2191

Record 5
The following is a quantum chemistry calculation of the molecule C3H6N2O3 in a non-equilibrium geometry, from OMol25.

Bonds (Å) are listed after each position.
Cartesian coordinates (Å):
1 C -1.352 -2.975 0.571  C2 1.700, H4 1.234, H5 1.136, H6 1.117
2 C -0.174 -2.108 -0.295  C1 1.700, O12 1.225, O13 1.363
3 C -0.151 1.438 0.038  H7 1.173, N10 1.550, N11 1.359
4 H -1.217 -4.201 0.611  C1 1.234
5 H -2.205 -2.476 0.010  C1 1.136
6 H -1.243 -2.577 1.609  C1 1.117
7 H -1.317 1.397 -0.075  C3 1.173
8 H 1.797 2.319 -0.116  N11 1.230
9 H 0.307 4.434 0.353  O14 0.942
10 N 0.655 0.172 0.428  C3 1.550, O13 1.518
11 N 0.606 2.566 0.072  C3 1.359, H8 1.230, O14 1.231
12 O 0.817 -2.346 -0.975  C2 1.225
13 O -0.424 -0.879 0.239  C2 1.363, N10 1.518
14 O 0.246 3.702 -0.236  H9 0.942, N11 1.231

Summary:
- HOMO energy (hartree) = -0.30419
- charge = 0
- relative energy (zero: lowest compared OMol25 entry of this formula, charge and spin) (eV) = 9.0763

Record 6
The following is a quantum chemistry calculation of the molecule C3H6N2O3S in a non-equilibrium geometry, from OMol25.

Bonds (Å) are listed after each position.
Cartesian coordinates (Å):
1 C -0.381 -1.387 1.038  C2 1.373, C3 1.474, H10 1.088
2 C 0.753 -0.720 1.431  C1 1.373, N4 1.453, H11 1.089
3 C -0.635 -1.038 -0.372  C1 1.474, O8 1.406, H12 1.024, H13 1.043
4 N 1.280 0.004 0.287  C2 1.453, O8 1.402, S9 2.067
5 N 1.007 2.575 -0.775  S9 1.590, H14 0.938, H15 1.027
6 O -0.637 2.131 1.024  S9 1.463
7 O 1.801 2.477 1.587  S9 1.464
8 O 0.473 -0.298 -0.820  C3 1.406, N4 1.402
9 S 0.774 1.969 0.676  N4 2.067, N5 1.590, O6 1.463, O7 1.464
10 H -1.057 -2.008 1.621  C1 1.088
11 H 1.315 -0.420 2.314  C2 1.089
12 H -0.470 -1.825 -1.005  C3 1.024
13 H -1.470 -0.420 -0.468  C3 1.043
14 H 0.599 2.273 -1.564  N5 0.938
15 H 1.994 2.784 -0.969  N5 1.027

Summary:
- spin multiplicity = 3
- HOMO energy (alpha / beta) (hartree) = -0.20931 / -0.39175
- charge = 0
- relative energy (zero: lowest compared OMol25 entry of this formula, charge and spin) (eV) = 1.1227
- <S²> = 2.024

Record 7
The following is a quantum chemistry calculation of the molecule C3H6N2O5 in a non-equilibrium geometry, from OMol25.

Bonds (Å) are listed after each position.
Cartesian coordinates (Å):
1 C 0.085 0.963 0.681  C3 1.476, H11 1.035, H12 1.087, H13 1.054
2 C -0.748 -1.051 -0.764  C3 1.692, N4 1.449, H14 1.198, H15 1.015
3 C 0.366 -0.449 0.359  C1 1.476, C2 1.692, N5 1.491, O10 1.377
4 N -2.136 -0.732 -0.502  C2 1.449, O6 1.164, O7 1.220
5 N 1.608 -0.745 -0.409  C3 1.491, O8 1.193, O9 1.231
6 O -2.910 -1.597 -0.406  N4 1.164
7 O -2.401 0.458 -0.447  N4 1.220
8 O 1.868 0.016 -1.289  N5 1.193
9 O 2.254 -1.749 -0.106  N5 1.231
10 O 0.458 -1.296 1.441  C3 1.377, H16 0.936
11 H 0.901 1.424 1.121  C1 1.035
12 H -0.300 1.464 -0.204  C1 1.087
13 H -0.804 1.070 1.237  C1 1.054
14 H -0.588 -2.238 -0.806  C2 1.198
15 H -0.594 -0.729 -1.714  C2 1.015
16 H 1.228 -1.825 1.390  O10 0.936

Summary:
- HOMO energy (hartree) = -0.41610
- charge = 0
- relative energy (zero: lowest compared OMol25 entry of this formula, charge and spin) (eV) = 3.5349

Record 8
The following is a quantum chemistry calculation of a cluster of 2 separate species, C3H6N2O5S in total in a non-equilibrium geometry, from OMol25.

Bonds (Å) are listed after each position.
Cartesian coordinates (Å):
1 N 1.638 -2.015 0.173  C2 1.474, H8 1.012, H9 1.014
2 C 1.235 -1.219 1.346  N1 1.474, N3 1.451, H10 1.096, H11 1.094
3 N 0.271 -0.162 1.101  C2 1.451, S4 1.773, C5 1.387
4 S 0.806 1.130 0.010  N3 1.773, H12 1.337
5 C -1.056 -0.521 0.921  N3 1.387, O6 1.190, O7 1.398
6 O -1.984 0.216 0.806  C5 1.190
7 O -1.230 -1.906 0.996  C5 1.398, H13 0.964
8 H 1.403 -2.987 0.331  N1 1.012
9 H 1.127 -1.714 -0.650  N1 1.014
10 H 0.810 -1.890 2.102  C2 1.096
11 H 2.113 -0.736 1.784  C2 1.094
12 H 1.403 0.316 -0.865  S4 1.337
13 H -1.975 -2.070 0.406  O7 0.964
14 C -1.152 3.398 -2.112  O15 1.311, O16 1.291, O17 1.294
15 O -0.203 2.512 -2.291  C14 1.311
16 O -2.272 3.252 -2.739  C14 1.291
17 O -0.933 4.396 -1.319  C14 1.294

Summary:
- HOMO energy (hartree) = 0.08611
- charge = -2
- relative energy (zero: lowest compared OMol25 entry of this formula, charge and spin) (eV) = 1.1971

Record 9
The following is a quantum chemistry calculation of a cluster of 2 separate species, C3H6N2O6S in total in a non-equilibrium geometry, from OMol25.

Bonds (Å) are listed after each position.
Cartesian coordinates (Å):
1 C -1.615 -1.732 -0.769  C3 1.476, H13 1.089, H14 1.091, H15 1.088
2 C -0.794 1.701 1.140  S12 1.815, H16 1.084, H17 1.081, H18 1.083
3 C -0.599 -0.736 -0.378  C1 1.476, N4 1.327, S12 1.792
4 N 0.662 -1.054 -0.116  C3 1.327, O6 1.371, O7 1.231
5 N 3.392 0.205 0.351  O8 1.135, O9 1.135
6 O 1.506 -0.065 0.318  N4 1.371
7 O 1.113 -2.200 -0.132  N4 1.231
8 O 3.919 -0.465 -0.398  N5 1.135
9 O 3.464 0.991 1.167  N5 1.135
10 O 0.111 1.600 -1.361  S12 1.438
11 O -2.274 1.150 -0.983  S12 1.435
12 S -0.916 1.020 -0.538  C2 1.815, C3 1.792, O10 1.438, O11 1.435
13 H -2.506 -1.616 -0.154  C1 1.089
14 H -1.913 -1.550 -1.803  C1 1.091
15 H -1.215 -2.739 -0.674  C1 1.088
16 H -1.279 2.671 1.127  C2 1.084
17 H -1.312 1.027 1.809  C2 1.081
18 H 0.255 1.794 1.392  C2 1.083

Summary:
- HOMO energy (alpha / beta) (hartree) = -0.32659 / -0.32659
- charge = 0
- relative energy (zero: lowest compared OMol25 entry of this formula, charge and spin) (eV) = 1.0244

Record 10
The following is a quantum chemistry calculation of the molecule C3H6N2OS in a non-equilibrium geometry, from OMol25.

Bonds (Å) are listed after each position.
Cartesian coordinates (Å):
1 C -0.213 -0.620 -1.264  C2 1.488, H4 1.117, H5 1.144, H6 1.230
2 C -0.008 0.281 -0.099  C1 1.488, C3 1.537, N10 1.380
3 C -1.210 1.042 0.482  C2 1.537, O12 1.216, S13 1.860
4 H -1.274 -0.577 -1.612  C1 1.117
5 H 0.670 -0.729 -1.984  C1 1.144
6 H -0.312 -1.736 -0.757  C1 1.230
7 H 2.836 -0.960 0.857  N11 1.074
8 H 1.810 -1.360 -0.619  N11 1.053
9 H -2.279 2.323 2.070  S13 1.385
10 N 1.135 0.135 0.660  C2 1.380, N11 1.397
11 N 2.136 -0.663 0.099  H7 1.074, H8 1.053, N10 1.397
12 O -2.353 0.888 0.099  C3 1.216
13 S -0.938 1.975 2.068  C3 1.860, H9 1.385

Summary:
- HOMO energy (hartree) = -0.33607
- charge = 0
- relative energy (zero: lowest compared OMol25 entry of this formula, charge and spin) (eV) = 3.0893

For reference, DFT total energy by record: -377.8783; -376.7638; -775.8907; -775.9116; -452.8675; -851.0731; -603.3981; -1001.7263; -1076.7274; -700.7757 a.u..